11
Properties=species:S:1:pos:R:3 method="wB97M-V/def2-TZVPD" e_above_lowest_ev=4.146 orbital_gap_ev=9.736
O -2.0081 0.7486 -0.6650
O 0.8295 1.1267 -1.9044
O 0.8295 -1.8252 1.5915
N -0.5962 0.5642 -0.0830
N 1.3201 -0.4239 -0.2428
N -0.6751 -0.4591 0.8500
C 0.4862 -0.9244 0.6069
C 0.5575 0.5088 -0.7971
H 1.8837 1.0527 -1.9031
H -0.0785 -1.2244 2.1879
H -2.5486 0.8559 0.3591